(1)
DFT (wB97M-V/def2-TZVPD) results for a 2-piece molecular cluster, C5H11NO overall.

Structure (XYZ):
```
18
C5H11NO (wB97M-V/def2-TZVPD)
C -1.81 0.27 -1.32
C -0.67 -0.36 -0.56
C 0.22 0.22 0.26
C 0.27 1.67 0.67
N 1.18 -0.60 0.92
C 2.09 -1.15 0.23
O 2.32 -1.01 -1.08
H -1.72 1.35 -1.41
H -1.85 -0.15 -2.33
H -2.77 0.04 -0.85
H -0.60 -1.45 -0.65
H 0.89 2.27 -0.01
H -0.72 2.12 0.73
H 0.74 1.73 1.66
H 2.81 -1.82 0.70
H 1.61 -0.44 -1.44
H -1.36 -1.31 2.22
H -0.61 -1.35 2.26
```

Values from the calculation:
- Highest occupied orbital energy: -0.321 Ha
- SMILES string: C/C=C(C)/N=C\O.[H][H]
- Orbital gap: 0.3528 Eh
- Relative energy (zero: lowest compared OMol25 entry of this formula, charge and spin): 2.324 eV
- Largest force on an atom: 0.0087 Eh/bohr
- Molar mass: 101.15 g mol⁻¹


(2)
DFT (wB97M-V/def2-TZVPD) results for an isolated molecule of C5H10O.

Structure (XYZ):
```
16
C5H10O (wB97M-V/def2-TZVPD)
C -1.30 -0.23 1.08
C -0.36 0.63 0.22
C 1.10 0.15 0.29
C -0.83 0.53 -1.21
C 1.37 -1.22 -0.33
O -1.07 1.76 -1.64
H -0.97 -0.23 2.12
H -2.33 0.16 1.05
H -1.33 -1.26 0.72
H -0.40 1.67 0.58
H 1.74 0.90 -0.20
H 1.40 0.14 1.35
H 2.44 -1.45 -0.29
H 1.05 -1.25 -1.37
H 0.84 -2.02 0.20
H -1.35 1.69 -2.56
```

Values from the calculation:
- Highest occupied orbital energy: -0.310 Ha
- Orbital gap: 0.3447 Eh
- Relative energy (zero: lowest compared OMol25 entry of this formula, charge and spin): 2.540 eV
- Largest force on an atom: 0.0096 Eh/bohr
- Molar mass: 86.13 g mol⁻¹


(3)
DFT (wB97M-V/def2-TZVPD) results for a 3-piece molecular cluster, C3H11NO3 overall at a distorted geometry.

Structure (XYZ):
```
18
C3H11NO3 (wB97M-V/def2-TZVPD)
C -0.76 1.10 1.88
C -0.16 -0.09 1.04
C -0.89 -0.24 -0.29
N -2.24 -0.21 -0.15
O -0.24 -0.26 -1.37
H -0.63 2.16 1.44
H -1.81 0.98 1.90
H -0.48 1.11 2.91
H -0.18 -0.98 1.71
H 0.96 -0.13 0.93
H -2.58 -0.17 0.77
H -2.86 -0.25 -0.94
O 1.55 1.69 -1.89
H 0.66 1.54 -2.33
H 2.04 0.87 -2.16
O 2.11 -2.03 0.80
H 2.67 -1.29 0.68
H 1.50 -2.22 0.19
```

Values from the calculation:
- Highest occupied orbital energy: -0.363 Ha
- SMILES string: CCC(N)=O.O.O
- Orbital gap: 0.3887 Eh
- Relative energy (zero: lowest compared OMol25 entry of this formula, charge and spin): 1.518 eV
- Largest force on an atom: 0.1246 Eh/bohr
- Molar mass: 109.12 g mol⁻¹